Here is a structure of composition C23H28N5PdS from OMol25. Energies are from wB97M-V/def2-TZVPD.

Results
Net charge ... +1
HOMO ... -9.7 eV
Energy above the lowest of the compared OMol25 structures with the same formula, charge and spin ... 0.0 kcal/mol
Max |F| ... 0.548 eV/Å
HOMO-LUMO gap ... 7.18 eV

CARTESIAN COORDINATES (ANGSTROEM)
Pd1 0.00 0.60 -0.06
C1 2.75 0.01 0.89
N1 2.07 0.80 -0.16
C2 2.54 0.34 -1.49
C3 2.36 2.24 0.02
C4 3.68 2.68 0.02
C5 3.96 4.02 0.23
C6 2.91 4.89 0.49
C7 1.60 4.45 0.49
C8 1.28 3.11 0.22
N2 0.02 2.54 0.17
C9 -1.22 3.15 0.09
C10 -1.51 4.52 0.02
C11 -2.81 4.98 0.01
C12 -3.89 4.11 0.07
C13 -3.63 2.75 0.08
C14 -2.33 2.28 0.07
N3 -2.07 0.83 -0.03
C15 -2.61 0.33 -1.32
C16 -2.70 0.09 1.08
H1 3.84 0.07 0.78
H2 2.46 -1.04 0.80
H3 2.48 0.40 1.87
H4 3.61 0.50 -1.59
H5 2.02 0.91 -2.26
H6 2.33 -0.72 -1.61
H7 4.49 1.98 -0.14
H8 4.99 4.37 0.23
H9 3.11 5.93 0.69
H10 0.84 5.16 0.76
H11 -0.72 5.25 -0.06
H12 -2.98 6.05 -0.04
H13 -4.90 4.48 0.07
H14 -4.46 2.05 0.07
H15 -3.69 0.51 -1.38
H16 -2.43 -0.74 -1.40
H17 -2.13 0.85 -2.14
H18 -3.79 0.14 1.02
H19 -2.39 0.54 2.03
H20 -2.40 -0.95 1.04
N4 0.08 -1.76 2.01
C17 0.00 -2.54 0.93
S1 -0.04 -1.77 -0.60
N5 -0.01 -3.86 1.11
C18 -0.06 -4.90 0.13
C19 0.71 -6.03 0.38
C20 0.68 -7.09 -0.52
C21 -0.11 -7.02 -1.65
C22 -0.89 -5.89 -1.88
C23 -0.88 -4.83 -0.99
H21 0.12 -0.77 1.79
H22 0.13 -2.10 2.96
H23 0.15 -4.18 2.05
H24 1.33 -6.08 1.26
H25 1.28 -7.97 -0.32
H26 -0.13 -7.84 -2.35
H27 -1.52 -5.84 -2.76
H28 -1.51 -3.97 -1.16